Formula: CH2BrNO3
Source: the Open Molecules 2025 dataset
Level of theory: the ωB97M-V functional and the def2-TZVPD basis

Atoms and positions in Å:
Br -1.115 -1.385 0.979
O -0.046 0.668 -0.420
O 1.348 -0.133 1.272
O 1.625 1.910 0.779
N 1.114 0.856 0.662
C -0.858 -0.459 -0.747
H -0.229 -1.197 -1.259
H -1.841 -0.260 -1.266

Computed properties:
strongest force on any atom	3.23	eV/A
2S+1	1
total energy	-2893.5976	hartree
SMILES	O=[N+]([O-])OCBr
energy above the lowest of the compared OMol25 structures with the same formula, charge and spin	56.5	kcal/mol